No. 1
{"formula": "C22H33FN4", "method": "wB97M-V/def2-TZVPD", "spin_multiplicity": 2, "homo_lumo_gap_ha": [0.073, 0.251], "total_charge": -1, "s2": 0.759, "symbols": ["H", "H", "N", "C", "C", "H", "H", "C", "C", "H", "H", "C", "H", "H", "C", "C", "N", "C", "C", "H", "H", "H", "H", "H", "C", "H", "H", "H", "C", "H", "C", "C", "C", "H", "C", "C", "H", "H", "H", "C", "C", "H", "N", "H", "H", "H", "C", "N", "H", "H", "C", "C", "H", "H", "C", "H", "H", "F", "H", "H"], "positions_angstrom": [[15.221020, 18.861880, 9.502130], [15.774490, 17.920810, 11.818300], [13.472270, 20.253360, 6.228440], [10.559700, 21.019280, 12.704570], [3.819330, 16.283330, 10.352040], [12.658760, 25.689290, 16.550510], [12.848150, 17.653480, 14.708030], [13.400130, 20.528580, 7.335440], [2.358060, 16.249060, 10.230890], [11.230200, 19.113870, 11.956570], [4.172310, 15.412380, 10.904250], [4.235660, 17.509450, 11.185260], [11.135240, 25.235470, 15.641250], [15.045750, 18.621660, 14.165120], [15.298270, 17.271040, 12.552550], [12.209220, 25.090640, 15.758280], [17.238370, 16.136200, 13.843930], [12.266100, 23.641740, 16.065190], [14.471200, 18.018460, 13.462170], [9.101220, 17.912630, 12.648140], [6.038530, 18.733700, 11.182220], [3.825940, 17.497590, 12.195250], [13.446380, 20.188590, 10.649990], [12.868760, 24.886610, 12.183120], [14.177750, 18.568920, 9.619870], [13.865490, 18.725520, 12.895360], [12.666760, 21.668660, 8.924380], [3.864330, 18.475530, 10.843330], [13.561250, 17.042600, 14.154490], [13.809420, 17.983710, 8.777280], [10.433930, 19.623560, 12.478660], [9.230060, 18.952820, 12.908520], [5.735970, 17.689780, 11.099840], [12.448130, 26.435300, 14.126320], [12.632650, 24.437180, 13.147680], [8.308580, 21.090420, 13.644340], [13.054470, 16.359720, 13.472630], [6.228590, 17.031460, 11.815400], [4.237700, 16.304110, 9.345730], [8.218030, 19.657910, 13.498120], [12.880730, 25.464390, 14.367760], [14.320660, 17.950460, 10.505970], [1.200330, 16.296620, 10.185030], [11.508420, 21.488560, 12.489850], [14.063960, 16.416910, 14.891980], [13.962590, 25.595840, 14.347540], [9.497690, 21.732860, 13.238490], [12.403580, 22.519320, 16.347850], [6.189340, 17.428800, 10.143570], [14.852540, 16.396870, 12.077960], [13.163630, 19.697720, 9.718760], [13.363240, 20.850690, 8.740150], [9.550310, 22.800030, 13.395870], [7.238100, 19.212320, 13.585100], [16.365620, 16.635270, 13.256190], [11.557650, 24.259100, 13.120320], [12.123120, 19.380400, 9.787610], [7.279060, 21.809070, 13.966550], [13.180870, 23.502450, 13.265340], [14.235830, 21.382070, 9.120030]], "atomic_forces_ev_per_a": [[-0.1, 0.6, -0.8], [0.0, -0.2, -0.3], [-0.1, -0.2, -0.7], [1.7, -1.9, -0.8], [-0.7, 0.7, 0.6], [-0.3, -0.1, 0.1], [-0.4, -0.4, 0.0], [0.4, 0.1, 0.3], [-1.4, -0.1, 0.1], [0.0, -0.4, 0.1], [-0.1, -0.2, -0.3], [0.3, 1.1, -0.8], [0.0, 0.7, 0.2], [0.1, -0.1, 0.0], [2.4, -0.8, -1.8], [0.4, -1.1, -1.7], [-1.4, 0.7, -1.0], [1.2, -1.5, 0.7], [-2.0, 0.8, 0.7], [0.0, -0.2, 0.1], [0.0, -0.1, 0.8], [0.3, -0.6, 0.2], [-0.8, 0.1, 0.5], [0.3, 0.2, 0.2], [-0.3, -0.5, -0.7], [-0.2, 0.1, 0.0], [-0.8, -0.4, -0.2], [-0.7, -0.3, -0.7], [-0.7, 0.4, 1.3], [0.8, -0.6, 0.0], [-2.2, -0.1, 1.0], [4.1, 0.2, -2.2], [0.8, -0.3, 0.3], [0.0, 0.0, -0.2], [-0.8, 1.3, 1.5], [4.5, -2.1, -2.4], [-0.2, 0.3, -0.1], [0.3, 0.4, 0.2], [0.2, 0.0, 0.1], [-2.7, 2.3, 1.4], [-0.3, -1.1, -1.1], [-1.2, 0.0, -0.1], [1.4, -0.1, 0.0], [0.1, 0.2, 0.0], [0.3, 0.0, 0.0], [0.0, 0.1, 0.9], [-3.1, 0.5, 1.6], [-0.4, 2.0, -0.5], [-0.5, -0.3, -0.3], [-0.8, 0.5, -0.5], [0.8, 0.7, 1.5], [0.0, 0.7, 1.0], [0.0, 0.3, -0.1], [-0.2, -0.1, 0.3], [3.0, -1.3, 1.9], [0.0, -0.5, -0.1], [0.2, -0.2, -0.1], [-2.2, 1.1, 1.1], [-0.1, 0.1, 0.2], [0.8, -0.3, -0.8]]}

---

No. 2
{"formula": "C22H33N13O2PPtSe", "method": "wB97M-V/def2-TZVPD", "spin_multiplicity": 5, "de_lowest_ev": 1.9412, "homo_lumo_gap_ha": [0.317, 0.217], "total_charge": 3, "s2": 6.028, "symbols": ["C", "C", "H", "C", "H", "C", "H", "C", "C", "H", "H", "P", "H", "H", "C", "N", "H", "H", "H", "C", "H", "N", "H", "H", "N", "O", "C", "C", "H", "N", "C", "N", "C", "H", "H", "H", "N", "H", "C", "N", "C", "C", "H", "H", "C", "H", "H", "C", "H", "H", "H", "H", "C", "N", "C", "H", "H", "C", "Pt", "C", "C", "O", "H", "N", "Se", "H", "N", "H", "N", "N", "N", "H", "H"], "positions_angstrom": [[-2.693864, -3.828964, -2.670930], [-4.660564, -4.647864, -1.386230], [-4.955064, -5.372164, -2.118730], [-4.882364, 2.039836, -2.495130], [-5.196064, 2.605636, -1.623030], [-3.584264, 2.108236, -4.641830], [1.409536, 4.586136, 3.184870], [3.457436, -2.482264, 3.810170], [-4.662564, -2.836164, 1.721670], [-4.506464, 3.772636, -3.678030], [-3.078164, 1.174136, -4.403130], [3.833736, 0.398936, 2.247570], [-3.089664, 3.814136, -1.655630], [3.911336, 0.553036, -2.666830], [-3.959864, 2.872836, -3.378230], [1.706036, 1.995236, 1.238770], [6.512936, 0.304436, -1.869530], [-4.395264, 1.122936, -2.173630], [-3.151964, -4.352464, -3.507730], [-5.212364, -4.375464, -0.160230], [4.045336, 2.144236, 4.401870], [0.255436, 1.604436, -1.936130], [4.043136, 3.893936, 4.117570], [4.013136, -3.411464, 3.663970], [2.597936, 2.815036, 3.062470], [-0.686264, 0.310136, 1.240870], [1.866736, -3.044064, 2.001070], [6.798036, 0.274436, 0.904870], [0.674736, -2.739664, 0.158370], [-1.682964, 2.457836, -2.316830], [1.084336, 3.162136, 1.518470], [-0.713064, 0.735336, -1.623930], [4.348236, 0.498736, 0.487170], [-3.847964, -3.156964, 2.377670], [-2.265964, 4.218636, -3.170530], [-4.670064, -1.744764, 1.676170], [-4.479564, -3.391064, 0.405970], [2.784536, -2.617064, 4.661670], [-0.355764, 2.685736, -2.379530], [1.871036, -1.139564, 0.881770], [3.410036, 3.011936, 4.234870], [-3.487464, -3.049064, -0.449430], [-5.777464, 1.772036, -3.049330], [-4.493964, 1.863436, -5.184730], [1.637936, 3.682936, 2.655470], [7.692536, 0.292036, 0.284170], [-2.452664, -2.807964, -2.969830], [2.694936, -1.021664, 1.925670], [-1.768964, -4.346064, -2.402430], [2.768536, 3.168836, 5.104470], [-2.952064, 2.701936, -5.298030], [-6.056164, -4.829564, 0.321770], [5.623736, 0.399636, -1.280630], [-0.570264, 0.065736, 2.409470], [1.351236, -2.388964, 0.915470], [6.856836, 1.096736, 1.618970], [6.782236, -0.670664, 1.449070], [4.316936, 0.511536, -1.676030], [1.309536, 0.511536, -0.394830], [-2.732764, 3.407136, -2.608530], [2.624036, 1.788436, 2.183370], [-0.130164, -0.850064, 3.021070], [1.719436, -4.049464, 2.341270], [-3.599364, -3.825664, -1.552630], [-2.215764, -1.751164, -0.133730], [0.294636, 3.552536, 0.906970], [3.541036, 0.573236, -0.573530], [4.154736, -1.674464, 4.032970], [-1.860164, 1.240736, -1.834230], [5.629336, 0.395036, 0.072970], [2.704436, -2.177264, 2.622770], [0.108036, 3.582536, -2.738230], [-5.606464, -3.184764, 2.138170]], "atomic_forces_ev_per_a": [[0.7, 0.0, -0.7], [0.0, -0.1, 0.0], [-0.1, -0.1, -0.2], [0.0, 0.1, -0.1], [-0.1, 0.0, 0.2], [0.0, 0.2, 0.1], [0.0, 0.2, 0.1], [0.4, -0.3, 0.8], [-0.1, 0.4, 1.0], [0.1, 0.0, 0.1], [0.1, -0.1, 0.0], [-0.5, 0.0, -0.8], [0.2, 0.0, -0.1], [0.0, 0.0, -0.2], [0.2, -0.2, 0.0], [0.2, -0.8, -0.3], [0.2, 0.0, 0.0], [0.0, -0.1, 0.1], [-0.1, 0.1, 0.1], [0.0, -0.1, 0.0], [-0.1, 0.1, 0.0], [0.0, 0.6, -0.2], [-0.1, -0.1, -0.1], [0.0, 0.2, 0.0], [-0.3, -0.2, -0.5], [-0.5, -0.2, 0.9], [-0.3, -0.2, -0.5], [0.7, -0.1, 0.6], [-0.1, -0.1, 0.0], [1.8, -0.1, -0.1], [0.0, 0.3, 0.3], [-0.7, -0.3, -0.3], [-0.2, 0.1, 0.3], [-0.1, 0.0, -0.1], [0.1, -0.1, 0.1], [0.0, -0.2, 0.0], [0.0, -0.4, -0.8], [0.1, 0.1, -0.1], [-0.3, -0.2, 0.1], [0.0, 0.7, 0.2], [0.5, 0.2, 0.8], [0.7, 0.7, 0.2], [-0.1, 0.0, -0.1], [0.0, -0.1, -0.1], [-0.4, 0.2, -0.3], [-0.1, 0.0, 0.0], [-0.1, -0.1, 0.1], [0.2, 0.5, 0.0], [-0.1, 0.1, 0.0], [0.1, -0.1, -0.1], [0.1, 0.0, -0.1], [-0.1, 0.0, 0.1], [-0.2, 0.0, -0.6], [0.1, -0.1, 0.1], [0.0, -0.4, 0.2], [0.0, 0.0, -0.1], [0.0, 0.0, 0.0], [0.4, 0.0, -0.2], [2.6, -0.1, 0.7], [-1.4, 0.7, -0.2], [0.2, -0.4, -0.1], [-0.3, 0.5, -0.4], [0.0, -0.2, 0.1], [-0.7, -0.1, 0.7], [-0.4, -0.5, -0.2], [-0.1, 0.1, 0.0], [-0.4, 0.1, 0.4], [-0.1, -0.1, 0.0], [-1.0, -0.4, 0.2], [-0.6, 0.1, -0.2], [-0.2, 0.3, -0.6], [0.1, 0.2, 0.0], [0.1, 0.0, -0.1]]}